No. 1
Computed, not measured: a 4-piece molecular cluster, C33H66N3O11S3 overall in a non-equilibrium geometry, with ωB97M-V with the def2-TZVPD basis set.

Results
* lowest unoccupied orbital energy: -4.2 eV
* Kohn-Sham gap: 7.67 eV
* HOMO energy: -11.83 eV
* charge: +1

XYZ file:
```
116
C33H66N3O11S3 (ωB97M-V with the def2-TZVPD basis set)
C 3.4990 -2.0891 3.1981
C 4.4360 -2.1835 2.4337
C 5.2461 -2.1416 1.0932
C 6.2950 -3.3121 1.2521
N 7.4753 -2.9167 0.4444
N 8.4274 -3.8204 0.0188
C 7.8957 -4.8355 -0.6372
C 8.0825 -6.2644 -0.0014
C 7.0641 -4.7452 -1.9585
C 7.4294 -1.6104 0.2395
N 8.5830 -1.1530 -0.5024
C 9.8182 -1.0406 0.3298
C 8.3055 0.0434 -1.2994
C 8.8493 1.4887 -1.0185
O 7.5913 -0.1060 -2.2772
C 6.1647 -0.8175 0.8226
C 5.2619 -0.0178 -0.2106
C 3.7396 0.1034 0.1943
C 3.0888 1.1729 -0.8194
C 1.6091 1.4799 -0.3499
C 0.5735 0.3187 -0.7548
C -0.4118 -0.0496 0.4583
C -0.2161 -1.5360 1.0040
C -1.6063 -2.3025 1.2629
C -2.0879 -2.1280 2.7934
O 6.2472 -0.2845 2.1563
C 7.5985 0.0450 2.5239
C 7.6115 0.8941 3.8766
C 6.5817 2.1089 3.8427
H 2.5765 -2.0947 3.8323
H 4.5991 -2.4908 0.2367
H 6.6867 -3.1985 2.3148
H 5.9255 -4.3720 1.2423
H 7.0963 -6.5224 0.5116
H 8.2631 -7.0783 -0.7570
H 8.8538 -6.2254 0.8203
H 6.2628 -5.5536 -1.8940
H 7.6629 -4.9823 -2.8827
H 6.4986 -3.7624 -2.0421
H 9.8475 -0.1542 1.0183
H 10.6930 -1.0630 -0.3950
H 9.9459 -1.9809 0.9566
H 8.0240 2.2596 -0.8960
H 9.4664 1.8390 -1.9063
H 9.5091 1.5857 -0.1129
H 5.7345 1.0105 -0.3343
H 5.3045 -0.5163 -1.2224
H 3.5691 0.4411 1.2615
H 3.1443 -0.8490 0.0165
H 3.0129 0.6314 -1.8169
H 3.7446 2.0795 -0.9498
H 1.6077 1.5180 0.7803
H 1.1986 2.4436 -0.7763
H -0.0991 0.7072 -1.5809
H 1.0808 -0.6095 -1.1473
H -1.4984 0.0689 0.1543
H -0.2604 0.6491 1.3368
H 0.3677 -2.1495 0.2581
H 0.3227 -1.4509 2.0016
H -1.4323 -3.3994 1.0300
H -2.4187 -1.8500 0.6240
H -1.5373 -1.2217 3.2069
H -1.8677 -3.0560 3.3981
H -3.1937 -1.8765 2.8058
H 8.2460 -0.8670 2.7454
H 8.0485 0.7102 1.7277
H 8.6342 1.3503 4.0667
H 7.4075 0.2242 4.7700
H 6.4692 2.4524 2.7731
H 6.9731 3.0074 4.4165
H 5.5819 1.8631 4.3012
O -4.8308 -0.3322 -1.8924
S -5.0959 0.2920 -0.6248
O -4.4934 -0.1795 0.5895
O -6.6860 0.3845 -0.4136
C -7.4563 -0.8171 -0.5212
C -7.3293 -1.6780 0.7210
C -4.7932 2.0263 -0.7666
H -7.1763 -1.3737 -1.4168
H -8.4977 -0.5142 -0.6421
H -6.3171 -2.0744 0.8239
H -8.0200 -2.5220 0.6750
H -7.5404 -1.0934 1.6189
H -5.2867 2.3999 -1.6623
H -3.7159 2.1727 -0.8432
H -5.1737 2.5255 0.1241
O -5.7763 4.4213 1.6164
S -6.7815 5.3487 1.1743
O -7.0347 5.5826 -0.2168
O -6.5444 6.7618 1.9048
C -5.2570 7.3776 1.7969
C -5.0597 8.0321 0.4426
C -8.3111 4.9482 1.9632
H -4.4656 6.6528 2.0056
H -5.2084 8.1408 2.5756
H -5.0129 7.2855 -0.3524
H -4.1300 8.6041 0.4244
H -5.8925 8.6991 0.2111
H -8.1350 4.8139 3.0290
H -8.6801 4.0219 1.5233
H -9.0212 5.7539 1.7842
O -9.9003 -2.1868 -2.7249
S -9.5400 -1.1738 -3.6770
O -9.7209 0.2218 -3.4025
O -10.2266 -1.5202 -5.0899
C -11.6436 -1.7202 -5.1281
C -12.3978 -0.4052 -5.0711
C -7.8648 -1.4342 -4.1823
H -11.9587 -2.3923 -4.3257
H -11.8641 -2.2205 -6.0727
H -12.2710 0.0796 -4.1013
H -13.4654 -0.5677 -5.2308
H -12.0257 0.2865 -5.8296
H -7.7319 -2.4840 -4.4380
H -7.2176 -1.1663 -3.3491
H -7.6520 -0.7950 -5.0376
```

Mulliken atomic charge list, values in e, 4 entries: atom 1 (C): -0.089, atom 2 (C): -1.386, atom 3 (C): 0.398, atom 4 (C): -1.119

***

No. 2
Computed, not measured: a 2-piece molecular cluster, C3H8O3S2 overall in a non-equilibrium geometry, with ωB97M-V with the def2-TZVPD basis set.

Results
* energy relative to the best compared isomer or geometry (same formula, charge and spin): 159.2 kJ/mol
* lowest unoccupied orbital energy (alpha / beta): -5.6 / -9.2 eV
* Kohn-Sham gap (alpha / beta): 9.58 / 5.83 eV
* HOMO energy (alpha / beta): -15.20 / -15.03 eV
* 2S+1: 2
* <S²>: 0.75
* charge: +1

XYZ file:
```
16
C3H8O3S2 (ωB97M-V with the def2-TZVPD basis set)
C -1.1256 -0.0423 -0.7988
C -1.2069 -1.2341 0.0649
O -1.5124 -2.2726 -0.7575
O -1.2710 -1.4258 1.2303
C -1.3150 1.2818 -0.1344
S 0.1170 1.4946 1.1041
S 1.8495 1.5613 -0.1601
H -0.1391 0.0109 -1.3903
H -1.8409 -0.1823 -1.6746
H -1.4952 -3.1512 -0.2886
H -2.1549 1.3166 0.5233
H -1.5211 2.0389 -0.8588
H 2.1584 0.3174 -0.0062
H 2.2438 -1.5788 -0.2390
H 0.9211 -1.6221 -1.0260
O 1.8146 -2.0610 -1.0896
```

Mulliken atomic charge list, values in e, 4 entries: atom 1 (C): -0.516, atom 2 (C): 0.569, atom 3 (O): -0.435, atom 4 (O): -0.511

***

No. 3
Computed, not measured: a 2-piece molecular cluster, C8H16O4S2 overall in a non-equilibrium geometry, with ωB97M-V with the def2-TZVPD basis set.

Results
* energy relative to the best compared isomer or geometry (same formula, charge and spin): 359.9 kJ/mol
* lowest unoccupied orbital energy (alpha / beta): -1.5 / -1.5 eV
* Kohn-Sham gap (alpha / beta): 7.20 / 7.07 eV
* HOMO energy (alpha / beta): -8.67 / -8.58 eV

XYZ file:
```
30
C8H16O4S2 (ωB97M-V with the def2-TZVPD basis set)
C -3.2271 -1.1569 -1.6294
C -2.0400 -1.2455 -0.9659
C 3.1158 1.2979 -1.5202
C 0.2615 -0.6495 3.5057
C -1.7751 1.2641 -0.2644
C 2.5614 0.1963 -2.3405
C -0.6705 -0.6607 2.2719
C -1.3003 -0.1481 -0.3479
O 0.2334 -0.8354 -3.0869
O 0.3281 1.5491 -2.5435
O 0.8974 0.7031 0.6589
O 0.5844 -1.7227 0.2020
S 0.6853 0.1843 -2.1882
S 0.0444 -0.4954 0.6579
H -3.7070 -2.0698 -2.2064
H -3.7015 -0.2870 -1.6218
H -1.6202 -2.2682 -0.7583
H 4.0849 1.4748 -1.7966
H 2.4394 2.1123 -1.7865
H 2.8648 1.1079 -0.4373
H 0.9135 -1.4801 3.4651
H 0.9432 0.1537 3.5590
H -0.4114 -0.6447 4.3487
H -0.9951 1.8952 -0.0815
H -2.2439 1.5731 -1.1609
H -2.6163 1.4140 0.3179
H 2.9373 -0.8007 -2.2543
H 2.4624 0.5875 -3.3340
H -1.2338 0.2493 2.4736
H -1.4133 -1.4153 2.3965
```

Mulliken atomic charge list, values in e, 4 entries: atom 1 (C): -0.889, atom 2 (C): -0.083, atom 3 (C): -1.004, atom 4 (C): -1.392

***

No. 4
Computed, not measured: one molecule with the formula CH5NO2S2 in a non-equilibrium geometry, with ωB97M-V with the def2-TZVPD basis set.

Results
* energy relative to the best compared isomer or geometry (same formula, charge and spin): 238.6 kJ/mol
* lowest unoccupied orbital energy: 0.4 eV
* Kohn-Sham gap: 10.19 eV
* HOMO energy: -9.84 eV

XYZ file:
```
11
CH5NO2S2 (ωB97M-V with the def2-TZVPD basis set)
C 0.8143 0.9713 0.5891
N -0.9850 -0.6597 -0.4859
O -1.8427 1.3562 0.8803
O -0.7667 1.6241 -1.4008
S -2.4512 -0.9820 -1.5104
S -0.8235 1.0242 -0.1129
H 0.7612 1.3711 1.6208
H 1.1102 -0.1017 0.5927
H 1.4742 1.4929 -0.2255
H -0.8100 -1.3834 0.2316
H -1.9871 -1.4766 -2.6387
```

Mulliken atomic charge list, values in e, 4 entries: atom 1 (C): -0.807, atom 2 (N): -0.438, atom 3 (O): -0.598, atom 4 (O): -0.582

***

No. 5
Computed, not measured: C6H12N2 as an isolated structure in a non-equilibrium geometry, with ωB97M-V with the def2-TZVPD basis set.

Results
* energy relative to the best compared isomer or geometry (same formula, charge and spin): 509.8 kJ/mol
* lowest unoccupied orbital energy: 1.0 eV
* Kohn-Sham gap: 9.17 eV
* HOMO energy: -8.16 eV

XYZ file:
```
20
C6H12N2 (ωB97M-V with the def2-TZVPD basis set)
C 1.6871 0.8776 0.1907
C 2.8825 0.3740 -0.5685
N -0.6766 0.3988 -0.1899
C 0.2888 -0.3922 0.2193
N -1.0778 1.4636 0.5813
C -2.0591 -0.7898 -0.4751
C 0.6482 -1.6476 0.3790
C -3.3026 -0.4491 -0.1726
H -1.6870 2.0610 0.0341
H -1.5444 1.1741 1.4378
H 1.3374 1.8338 -0.1893
H 1.8287 0.9661 1.2663
H -1.8192 -1.7344 -0.9505
H 1.6720 -1.9001 0.5998
H -0.0694 -2.4492 0.3112
H 3.6801 1.1250 -0.5704
H 3.2953 -0.5356 -0.1342
H 2.6252 0.1797 -1.6103
H -4.1585 -1.0334 -0.4948
H -3.5507 0.4777 0.3358
```

Mulliken atomic charge list, values in e, 4 entries: atom 1 (C): -0.497, atom 2 (C): -1.028, atom 3 (N): 0.113, atom 4 (C): 0.565

***

No. 6
Computed, not measured: a 2-piece molecular cluster, C6H8N2O2 overall in a non-equilibrium geometry, with ωB97M-V with the def2-TZVPD basis set.

Results
* energy relative to the best compared isomer or geometry (same formula, charge and spin): 48.7 kJ/mol
* lowest unoccupied orbital energy: 0.3 eV
* Kohn-Sham gap: 9.53 eV
* HOMO energy: -9.22 eV

XYZ file:
```
18
C6H8N2O2 (ωB97M-V with the def2-TZVPD basis set)
C 0.1870 -2.1670 0.2359
C 0.6700 -0.7656 0.2555
C -0.0097 0.4090 0.3704
C 0.9804 1.5476 0.3878
C 2.3164 0.8347 0.2635
O 3.4284 1.3207 0.2432
N 2.0297 -0.5080 0.1805
C -1.4218 0.5371 0.4756
N -2.5339 0.5943 0.8389
H 0.6063 -2.7151 1.0925
H -0.9056 -2.2065 0.2831
H 0.5305 -2.6681 -0.6804
H 0.8631 2.2454 -0.4546
H 0.9643 2.1384 1.3149
H 2.7432 -1.2243 0.1134
H -3.8553 1.0070 -0.9184
O -3.5851 1.1742 -1.8763
H -3.0081 0.4460 -2.1254
```

Mulliken atomic charge list, values in e, 4 entries: atom 1 (C): -1.321, atom 2 (C): 0.327, atom 3 (C): 0.621, atom 4 (C): -0.183

***

No. 7
Computed, not measured: a 2-piece molecular cluster, C4H11N2 overall in a non-equilibrium geometry, with ωB97M-V with the def2-TZVPD basis set.

Results
* energy relative to the best compared isomer or geometry (same formula, charge and spin): 253.2 kJ/mol
* lowest unoccupied orbital energy: -3.3 eV
* Kohn-Sham gap: 9.96 eV
* HOMO energy: -13.25 eV
* charge: +1

XYZ file:
```
17
C4H11N2 (ωB97M-V with the def2-TZVPD basis set)
C -1.2400 1.8545 -2.0266
C -0.0509 1.3560 -2.4121
H -1.3259 2.9146 -1.7487
H -2.1548 1.2385 -1.9152
H 0.8357 2.0004 -2.6199
H 0.1478 0.2873 -2.6202
C 0.6151 -1.1584 1.5464
C 0.0901 -0.6612 0.4275
N -1.1364 0.1947 0.5470
N 1.8461 -1.7576 1.7886
H 0.0239 -0.9116 2.4511
H 0.4757 -0.6242 -0.5865
H -2.0044 -0.3423 0.3327
H -1.1957 0.4858 1.5223
H -1.0179 1.0152 -0.0382
H 2.4898 -1.9240 1.0066
H 2.2725 -1.5451 2.6556
```

Mulliken atomic charge list, values in e, 4 entries: atom 1 (C): -0.784, atom 2 (C): -0.448, atom 3 (H): 0.325, atom 4 (H): 0.386

***

No. 8
Computed, not measured: one molecule with the formula C4H8OS in a non-equilibrium geometry, with ωB97M-V with the def2-TZVPD basis set.

Results
* energy relative to the best compared isomer or geometry (same formula, charge and spin): 167.9 kJ/mol
* lowest unoccupied orbital energy: 1.0 eV
* Kohn-Sham gap: 9.42 eV
* HOMO energy: -8.43 eV

XYZ file:
```
14
C4H8OS (ωB97M-V with the def2-TZVPD basis set)
C 0.6644 -1.0331 2.3122
C -0.2193 0.6601 0.3802
C 0.7051 0.3551 -0.5205
C -0.8544 0.5138 -2.2945
H 1.2430 -1.1574 3.2687
H 1.2450 -1.4286 1.4739
H -0.3026 -1.6204 2.3462
H -1.2677 0.7298 0.1638
H 1.7129 0.1709 -0.2814
H -1.2475 1.4154 -1.8766
H -1.4485 -0.2015 -1.8744
H -0.8783 0.5236 -3.3257
O 0.4687 0.3152 -1.9042
S 0.1792 0.7570 2.1322
```

Mulliken atomic charge list, values in e, 4 entries: atom 1 (C): -0.760, atom 2 (C): -0.545, atom 3 (C): -0.041, atom 4 (C): -0.886